Here is C32H42CsN5Sb as an isolated structure from the Open Molecules 2025 dataset. Energies are from ωB97M-V/def2-TZVPD.

```
81
C32H42CsN5Sb | the Open Molecules 2025 dataset | ωB97M-V/def2-TZVPD
C 5.2415 -2.5513 1.8277
C -3.5209 1.6090 -0.0302
H 1.8174 -6.6632 -0.8299
H 1.4456 -1.1950 -2.7597
N 0.2413 2.4995 -0.8026
H -3.2739 2.0489 -0.9990
C 1.8166 -5.7172 -1.3666
H 7.6217 3.3814 2.2832
C 5.5795 2.8747 1.8255
N 1.8758 -2.1173 -0.5686
H 0.2795 3.9088 0.8157
H 3.6529 2.1046 1.3045
C 5.1927 0.7358 -4.2413
H 1.7724 -6.6478 -3.3169
H 8.4770 1.1448 1.6354
C 1.8364 -4.5890 0.8671
C 4.9198 -3.4271 -0.3723
H -2.0477 1.6226 4.2379
C 4.6718 -2.4233 0.5623
H -1.9321 3.7203 1.4781
C 7.4159 1.3629 1.5568
C 6.2166 -4.6693 1.2337
H 0.9208 -2.0414 -4.2532
C 4.7219 1.8770 1.3663
H 6.9411 -0.4064 -3.7406
H 3.3155 1.7573 -4.4585
H -1.0319 2.5172 3.1313
C 3.4188 0.6431 -2.6235
H -3.4280 -1.4544 -1.3931
H 6.9463 -0.5871 0.8360
N -0.6704 0.4745 3.0622
C 5.9482 -0.1011 -3.4290
C 6.5362 0.3882 1.0967
C -3.9827 0.1783 -0.2835
Sb 3.3269 -0.7832 0.1365
H -1.0595 -0.3828 3.4334
H 0.2373 2.2143 1.2540
H 2.7527 -4.1712 1.2897
H 0.2071 0.6320 3.5421
H 4.4923 -3.3605 -1.3666
H -5.0208 0.2278 -0.6362
H -3.2320 0.5793 2.3240
H 1.1958 2.1497 -0.7844
C 1.6849 -1.9898 -3.4710
H 5.5902 1.0862 -5.1869
C 1.8684 -3.2582 -1.2804
C -1.6734 3.0372 0.6555
H -4.3747 2.1831 0.3723
C 1.7864 -5.7189 -2.7591
C 5.4396 -0.5455 -2.2149
Cs -0.1738 -0.4712 0.0241
H 6.8052 -5.5411 1.4951
H -2.0457 3.5142 -0.2549
H -4.0004 -0.3865 0.6506
H -3.4807 2.3131 2.5251
H 6.4195 -3.7479 3.1654
H 5.1891 3.8483 2.1101
C 3.9211 1.1116 -3.8317
C 5.9960 -3.6659 2.1703
N -3.0968 -0.5164 -1.2140
C 1.7508 -4.4893 -3.4078
H -3.0830 -0.0373 -2.1073
H 2.4034 0.9140 -2.3439
H 1.6935 -4.4608 -4.4946
H 0.2377 3.2810 -1.4470
C 4.1643 -0.1821 -1.7867
C -2.7364 1.5497 2.2312
H 5.8488 -5.3140 -0.7841
H 1.7256 -5.6177 1.2234
C 6.9405 2.6186 1.9224
C -1.5943 1.5886 3.2393
C 1.7779 -3.2885 -2.7163
C 1.8433 -4.5430 -0.6341
N -2.3510 1.7455 0.8359
H 6.0500 -1.1876 -1.5898
C 5.1594 0.6100 0.9766
H 2.6300 -1.7070 -3.9443
C -0.1531 2.9392 0.5366
C 5.6854 -4.5399 -0.0427
H 5.1042 -1.7576 2.5566
H 1.0174 -3.9823 1.2687
```

total charge: -1
lowest unoccupied orbital energy: 1.33 eV
energy: -1778.66174 a.u.
relative energy (zero: lowest compared OMol25 entry of this formula, charge and spin): 1.24 kJ/mol
HOMO: -0.08741 Ha